(1)
Here is a structure of composition C6H8LiO3 in a non-equilibrium geometry from the OMol25 dataset. Energies are from wB97M-V/def2-TZVPD.

Each line ends with the natural charge from an NBO analysis.
Positions of all 18 atoms, in Å:
O  -2.295  1.481  -5.755  -0.49
O  -2.670  1.142  -3.495  -0.54
O  0.464  -0.611  1.180  -0.88
C  -2.490  1.270  -4.633  1.03
C  -1.141  -1.264  -0.830  -0.24
C  -1.629  -0.119  -0.001  -0.28
C  -1.909  -0.216  1.485  -0.44
C  -0.597  0.314  1.015  0.05
C  -0.197  -0.955  -1.783  -0.32
Li  0.953  -0.979  2.938  0.99
H  -1.245  -2.275  -0.428  0.21
H  -0.364  1.379  1.050  0.22
H  -1.853  -1.206  1.946  0.21
H  -0.220  -0.006  -2.326  0.22
H  0.441  -1.449  0.460  0.53
H  0.690  -1.585  -1.884  0.21
H  -2.101  0.692  -0.556  0.26
H  -2.620  0.479  1.930  0.25

Calculated values
- Max |F|: 0.0778 Eh/bohr
- Net charge: +1
- Multiplicity: 1
- Energy above the lowest of the compared OMol25 structures with the same formula, charge and spin: 106.5 kJ/mol
- Frontier orbital gap: 8.36 eV
- LUMO: -4.5 eV
- HOMO: -12.889 eV

=====

(2)
Here is a cluster of 2 separate species, C7H18N4O2 in total in a non-equilibrium geometry from the OMol25 dataset. Energies are from wB97M-V/def2-TZVPD.

Each line ends with the natural charge from an NBO analysis.
Positions of all 31 atoms, in Å:
O  1.695  3.155  -1.405  -0.55
O  -3.581  -2.568  0.198  -0.69
N  3.431  2.377  -0.177  -0.69
N  -2.494  -2.666  2.328  -0.82
N  -1.534  -1.481  -0.968  -0.71
N  -0.832  1.037  -1.249  -0.86
C  -2.463  -2.380  1.033  0.53
C  2.303  2.164  -0.803  0.75
C  2.410  -0.179  -0.062  -0.61
C  -1.441  -1.781  0.445  -0.32
C  1.501  0.918  -0.840  -0.35
C  0.150  1.150  -0.164  0.16
C  -0.314  1.284  1.068  -0.40
H  -0.560  -1.445  1.061  0.22
H  -1.415  1.471  1.003  0.22
H  1.760  -1.007  -0.271  0.23
H  3.886  1.557  0.135  0.44
H  -0.043  1.170  2.056  0.25
H  -2.596  -1.535  -1.088  0.47
H  -1.145  -0.541  -1.187  0.44
H  2.673  -0.089  0.976  0.24
H  -4.261  -3.003  0.757  0.52
H  1.406  0.489  -1.796  0.27
H  -3.098  -3.337  2.915  0.45
H  3.875  3.256  -0.025  0.45
H  -0.618  1.368  -2.190  0.40
H  2.260  3.903  -1.164  0.50
H  3.325  -0.219  -0.681  0.22
H  -1.048  -2.063  -1.623  0.42
H  -1.672  1.545  -1.069  0.40
H  -1.560  -2.547  2.788  0.42

Calculated values
- Max |F|: 0.1104 Eh/bohr
- Net charge: +2
- Multiplicity: 1
- Energy above the lowest of the compared OMol25 structures with the same formula, charge and spin: 40.5 kJ/mol
- Frontier orbital gap: 7.79 eV
- LUMO: -6.8 eV
- HOMO: -14.635 eV

=====

(3)
Here is a cluster of 2 separate species, C5H4O2 in total from the OMol25 dataset. Energies are from wB97M-V/def2-TZVPD.

Each line ends with the natural charge from an NBO analysis.
Positions of all 11 atoms, in Å:
O  1.948  1.305  0.340  -0.45
O  -0.750  2.448  -0.172  -0.43
C  -1.530  0.083  -0.272  -0.56
C  -0.524  1.287  -0.114  0.55
C  -0.614  -1.081  -0.119  0.00
C  0.559  -0.717  0.056  -0.10
C  0.959  0.666  0.145  0.41
H  -2.018  0.128  -1.250  0.26
H  2.070  -1.989  0.729  0.03
H  -2.304  0.133  0.499  0.26
H  2.109  -2.166  -0.005  0.04

Calculated values
- Max |F|: 0.0177 Eh/bohr
- Multiplicity: 1
- Energy above the lowest of the compared OMol25 structures with the same formula, charge and spin: 516.9 kJ/mol
- Frontier orbital gap: 9.23 eV
- LUMO: -0.8 eV
- HOMO: -10.013 eV
- SMILES: O=C1C#CCC1=O.[H][H]